No. 1
Computed, not measured: a cluster of 22 separate species, C8H62ClO21P in total, with ωB97M-V/def2-TZVPD.

CARTESIAN COORDINATES (ANGSTROEM)
H  -3.41025  -0.93768  1.82371
H  -3.49072  -6.86941  3.37919
H  4.27906  -1.32134  1.12012
H  1.11280  -1.28652  2.07909
O  7.38790  0.23090  2.07477
H  4.26447  5.02956  -1.95589
H  8.97582  1.63954  -3.99809
H  5.15595  0.48065  2.46257
H  -3.92798  -0.49353  0.21774
O  6.01778  3.37799  -4.63385
H  8.31110  0.21146  1.80613
H  -0.95241  1.74052  1.99358
H  -2.22948  -0.38075  0.67823
O  6.93534  3.20680  -1.63492
H  -1.35791  -2.94848  -5.58226
O  -1.25630  1.18683  -2.98860
H  -0.39678  -2.05099  1.65107
H  7.39005  0.00906  3.01152
O  4.49064  -0.03058  2.94213
O  4.31841  -1.13567  0.17366
H  -1.63279  -3.30279  0.50127
O  -0.75180  4.56076  -2.50330
H  -0.73535  3.42070  0.28261
H  -3.20579  1.27859  2.59215
H  -4.60774  -5.28077  -0.44303
O  -3.43048  -3.68827  3.48971
H  -1.39484  -2.37513  -1.69180
C  0.18451  -1.14176  1.52948
O  -2.01272  -3.47648  -5.11716
H  -0.39334  -2.92396  4.96841
H  6.41330  4.02604  -1.60228
H  1.90156  2.73325  2.17509
H  -2.85240  -2.75745  -1.91079
H  -4.81475  2.80702  3.50585
C  0.95784  1.66101  0.51831
H  -1.99805  -3.14677  -4.20641
H  -0.50040  -0.89079  -0.49991
H  -4.21165  0.22585  -2.49472
H  -1.48239  5.02955  -2.08815
H  -1.16954  1.17951  -0.48503
H  -3.21757  -5.13841  0.15343
C  1.26716  0.37877  -0.27948
H  -7.33765  0.69240  0.03245
H  -1.96753  1.58557  -2.47123
O  0.23776  -4.15466  -0.77222
H  1.02068  -4.70752  -0.85379
O  -4.31383  -6.39777  3.54942
H  -1.61898  0.31774  -3.20268
C  0.44770  -0.87606  0.04856
O  -3.65560  -0.55796  -2.57240
O  -6.82919  1.02162  0.77925
O  -0.68777  -2.83836  4.05686
H  -4.14923  -3.24661  3.95173
H  -3.74961  -4.59500  3.33954
H  -1.09398  3.67581  -2.67791
H  -2.98661  3.26758  1.27964
O  -1.97027  -2.87758  -2.28179
C  -3.51051  1.19180  1.54940
H  -4.08145  -1.10638  -3.24131
H  -0.38054  -0.35167  2.02062
H  -5.93484  1.14703  0.44544
H  7.65255  3.35028  -1.01133
H  -2.53352  -3.51818  1.71880
H  1.38638  2.48302  -0.06239
C  -2.82715  2.31395  0.77257
H  6.34613  3.33889  -3.72472
H  5.12092  3.03186  -4.57932
H  -6.19642  2.31634  3.09082
H  1.78056  4.44381  -2.08784
O  8.60786  1.65450  -4.88615
C  -3.24538  -0.22256  1.02034
O  2.34816  3.66299  -2.12241
Cl  -3.58996  2.52752  -0.87364
H  7.82674  2.21770  -4.81343
H  2.32981  0.15470  -0.20713
H  1.91400  3.10129  -2.77366
H  -4.57588  1.38792  1.50015
O  -5.70582  2.67352  3.84106
H  4.46636  0.35344  3.82368
H  1.07526  0.61499  -1.33017
H  5.40673  5.34380  -2.90978
H  5.25606  -1.17563  -0.03949
H  -0.45296  -4.62585  -1.25470
O  -2.56276  -3.35790  0.76267
H  -4.97570  -6.87802  3.04082
H  0.96845  1.30436  2.66312
P  -0.89376  2.05012  0.59618
C  1.63275  1.71626  1.89726
H  1.00710  -1.73844  -0.31430
H  2.51104  1.07578  1.89365
O  -3.82459  -5.79365  -0.22498
O  5.11925  5.48061  -1.99750
H  -1.62137  -3.09138  4.07456

Summary:
Charge = 0
Highest occupied orbital energy = -8.166 eV
LUMO = -0.1 eV
Frontier orbital gap = 8.12 eV

No. 2
Computed, not measured: a structure of composition C8H6BiCeCl2N2O3 in a non-equilibrium geometry, with ωB97M-V/def2-TZVPD.

CARTESIAN COORDINATES (ANGSTROEM)
O  -0.29612  -2.36035  -8.64197
Ce  -0.15591  -0.77804  -5.41083
O  -1.51919  -3.00639  1.40025
H  -0.36523  3.57175  3.17068
H  0.70073  2.41674  5.19699
C  -0.29769  1.85541  1.92242
Cl  -1.37524  1.06983  -4.07232
H  0.94896  -1.73749  1.74211
Cl  0.81437  -2.18559  -0.47485
C  -0.70017  0.30787  -7.47902
C  0.90471  0.56039  4.11665
C  -0.02432  2.53779  3.10970
N  1.20874  -1.27085  2.60230
H  -0.95060  2.25744  1.13326
C  0.82511  -0.00107  2.81255
C  -0.11628  -2.12774  -7.50513
H  1.20694  -0.11991  4.93186
C  0.55157  1.90081  4.23483
Bi  -0.74757  -0.26290  -0.30876
N  0.27871  0.63082  1.71979
C  -1.77002  -1.89830  1.14286
H  1.80394  -1.72544  3.28114
O  -0.92546  0.36521  -8.62452

Summary:
Charge = +4
2S+1 = 2
Highest occupied orbital energy (spin up / spin down) = -19.638 / -19.638 eV
LUMO (spin up / spin down) = -15.9 / -15.8 eV
Frontier orbital gap (spin up / spin down) = 3.76 / 3.87 eV

No. 3
Computed, not measured: a cluster of 2 separate species, C8H6Br2N2O3 in total in a non-equilibrium geometry, with ωB97M-V/def2-TZVPD.

CARTESIAN COORDINATES (ANGSTROEM)
O  -0.73657  -0.75138  -1.65866
N  -1.87958  -0.96781  -1.27161
O  -2.28187  -2.30680  -1.18351
C  2.05347  1.76817  0.01813
Br  -2.29055  1.75455  -0.85631
H  0.24446  2.28378  0.98997
C  0.50923  0.18990  0.82699
C  -2.69500  -0.10182  -0.70902
C  0.88379  1.53606  0.65119
H  -1.52829  -2.91367  -1.30058
C  1.24305  -0.84487  0.31101
H  3.76098  1.09046  -0.78728
H  2.42575  2.83256  -0.23679
N  -0.58449  -0.27116  1.52710
Br  -4.36990  -0.66188  -0.07109
C  2.91878  0.73264  -0.37601
C  -1.62231  0.15039  1.94350
O  -2.61996  0.20952  2.53834
H  0.88989  -1.78288  0.43184
H  3.12968  -1.35186  -0.59255
C  2.54945  -0.59392  -0.19465

Summary:
Charge = 0
Structure (SMILES) = [O-][N+](O)=C(Br)Br.O=C=Nc1ccccc1
Highest occupied orbital energy = -8.414 eV
LUMO = 0.1 eV
Frontier orbital gap = 8.51 eV

No. 4
Computed, not measured: the molecule C8H6ClO3P in a non-equilibrium geometry, with ωB97M-V/def2-TZVPD.

CARTESIAN COORDINATES (ANGSTROEM)
C  -2.73366  1.77304  0.01195
C  1.68966  -2.80816  -0.13505
P  1.17004  1.18802  0.16601
H  -3.74399  1.78725  0.23971
H  -0.21965  -3.26493  1.06259
H  -1.55249  1.82236  1.81546
O  2.21771  1.71075  -1.20052
O  -1.00371  1.18394  -1.28010
C  -2.32064  1.33923  -1.25022
H  2.10322  -3.80118  -0.30855
C  -0.53589  1.42590  -0.03876
C  2.20620  -1.51700  -0.46622
C  -1.59744  1.84969  0.76676
Cl  1.69048  2.01435  1.87642
H  3.15493  -1.27371  -0.82137
H  -2.93458  1.09849  -2.17823
C  1.39900  -0.61651  0.20878
C  0.60024  -2.61429  0.69246
O  0.41057  -1.29724  0.83887

Summary:
Charge = 0
Structure (SMILES) = O=P(Cl)(c1ccco1)c1ccco1
Highest occupied orbital energy = -8.996 eV
LUMO = 0.3 eV
Frontier orbital gap = 9.26 eV

No. 5
Computed, not measured: a cluster of 2 separate species, C8H6IN3 in total in a non-equilibrium geometry, with ωB97M-V/def2-TZVPD.

CARTESIAN COORDINATES (ANGSTROEM)
H  2.82355  -0.78901  1.72692
H  2.39213  2.60809  -0.75468
H  0.60929  -1.54519  0.93472
C  2.41118  -0.41269  0.83863
N  -1.64011  -1.20392  -0.39429
C  0.37459  0.04716  -0.34982
C  -3.48169  -2.79641  0.06115
H  -2.70898  1.97039  -0.13192
C  0.87410  1.26757  -0.92203
N  -0.94538  -0.22566  -0.63686
C  2.18252  1.62793  -0.46478
H  3.75466  1.26726  0.60931
C  -2.56333  -1.90529  -0.30634
N  -4.35118  -3.44035  0.41101
I  -4.15898  1.47602  0.12833
C  2.92321  0.75827  0.29718
C  1.15392  -0.75580  0.46576
H  0.35049  2.05164  -1.51229

Summary:
Charge = 0
2S+1 = 3
Highest occupied orbital energy (spin up / spin down) = -6.049 / -9.694 eV
LUMO (spin up / spin down) = 0.0 / -2.7 eV
Frontier orbital gap (spin up / spin down) = 6.03 / 7.00 eV

No. 6
Computed, not measured: the molecule C8H6INS in a non-equilibrium geometry, with ωB97M-V/def2-TZVPD.

CARTESIAN COORDINATES (ANGSTROEM)
H  3.47248  2.48455  0.63498
C  -2.10527  0.12079  -0.02739
H  -2.80349  0.93745  0.07323
C  -0.25860  -2.00169  -0.26863
H  1.96366  3.53079  0.80594
S  -0.08362  2.01792  -0.26202
C  -0.74273  0.39756  -0.18304
C  1.66697  1.62742  -0.03709
H  -1.97807  -3.27326  -0.13547
N  2.05785  0.47499  -0.60072
C  0.06457  -0.69206  -0.27977
H  -3.57496  -1.41017  0.09290
C  -2.52223  -1.19925  -0.01409
H  0.46529  -2.79365  -0.35915
C  -1.62810  -2.25223  -0.13577
C  2.40703  2.59202  0.53136
I  3.59921  -0.56118  0.16471

Summary:
Charge = 0
Highest occupied orbital energy (spin up / spin down) = -7.939 / -8.183 eV
LUMO (spin up / spin down) = -1.2 / -0.7 eV
Frontier orbital gap (spin up / spin down) = 6.71 / 7.53 eV

No. 7
Computed, not measured: the molecule C8H6N2O in a non-equilibrium geometry, with ωB97M-V/def2-TZVPD.

CARTESIAN COORDINATES (ANGSTROEM)
N  1.69871  -1.20058  -0.00272
C  -0.59739  -1.69993  -0.12969
H  -3.39427  0.09314  0.28502
C  2.26160  1.10683  0.08173
H  3.18464  1.82179  0.20508
O  -1.70217  2.18585  -0.02642
H  -0.83830  2.66339  -0.13141
C  0.05638  0.62431  -0.13937
H  -0.13869  -2.77397  -0.14850
C  -1.92048  -1.41560  0.01667
C  -1.38705  0.92760  -0.04000
N  1.03868  1.56822  -0.10019
H  3.74295  -0.61967  -0.00175
C  -2.32370  -0.09051  0.05746
C  2.64468  -0.26825  0.00473
C  0.37617  -0.70341  -0.03312
H  -2.70177  -2.21920  0.10249

Summary:
Charge = 0
Structure (SMILES) = Oc1cccc2nccnc12
Highest occupied orbital energy = -8.288 eV
LUMO = -0.4 eV
Frontier orbital gap = 7.90 eV

No. 8
Computed, not measured: the ion C8H6N3O3S with charge -1 in a non-equilibrium geometry, with ωB97M-V/def2-TZVPD.

CARTESIAN COORDINATES (ANGSTROEM)
H  3.24117  -0.45080  0.27827
O  3.19754  1.69603  -3.55573
N  2.53926  1.71532  1.94235
H  0.08059  2.70332  -0.07770
C  3.48245  0.60151  0.18409
H  -0.77905  -2.17400  -0.22404
N  4.41265  1.07394  1.17984
H  -1.93883  1.73954  -1.33876
N  3.86049  1.64056  2.09679
C  2.21771  1.21848  0.79507
C  0.54900  -0.62291  0.30015
O  1.74600  0.12867  -2.39665
O  3.84839  0.75060  -1.07604
C  -1.56779  -0.25491  -0.85493
C  -0.12444  1.65869  -0.21094
H  1.34540  -1.28972  0.69484
C  0.84126  0.79076  0.27893
H  -2.49457  -0.66902  -1.23727
C  -1.37517  1.07857  -0.68310
S  2.53223  1.35983  -2.28608
C  -0.61231  -1.12288  -0.34335

Summary:
Charge = -1
Highest occupied orbital energy = -4.910 eV
LUMO = 3.1 eV
Frontier orbital gap = 8.03 eV

No. 9
Computed, not measured: the ion C8H6N3O4 with charge -1 in a non-equilibrium geometry, with ωB97M-V/def2-TZVPD.

CARTESIAN COORDINATES (ANGSTROEM)
C  -2.31562  -1.10578  0.52016
C  -1.85979  1.43338  0.64899
C  0.88680  -2.04865  -0.18726
N  1.17317  -0.68820  0.17675
H  -0.11248  -2.29264  0.22950
C  0.00001  0.27221  0.37889
C  3.78427  -0.52855  0.05845
O  -1.79782  -2.21915  0.73561
C  3.33578  0.76486  0.34522
N  2.40678  -0.24878  0.14131
H  0.85177  -2.16624  -1.27544
H  1.26874  1.98389  0.45368
H  1.65144  -2.70764  0.22307
H  -0.78840  3.37861  0.72782
C  -1.35950  0.11307  0.48676
O  3.34466  1.95090  0.58878
O  -3.50292  -0.82890  0.35232
O  4.51747  -1.45646  -0.15355
C  -0.81373  2.30854  0.63193
N  0.33441  1.59729  0.45678
H  -2.90146  1.65798  0.75519

Summary:
Charge = -1
Structure (SMILES) = CN(c1[nH]ccc1C(=O)[O-])n1c(=O)c1=O
Highest occupied orbital energy = -4.587 eV
LUMO = 3.0 eV
Frontier orbital gap = 7.60 eV

No. 10
Computed, not measured: a structure of composition C8H6NO5Ru in a non-equilibrium geometry, with ωB97M-V/def2-TZVPD.

CARTESIAN COORDINATES (ANGSTROEM)
C  -2.05142  0.38094  -2.51881
Ru  -0.08113  0.36644  -2.48601
H  1.41309  -0.14047  3.70711
O  -3.20115  0.33174  -2.43779
H  -0.24078  0.47408  3.80150
C  -0.27760  -1.59183  -1.93104
O  -0.79386  3.28463  -3.28422
C  -0.08093  2.34345  -3.50595
C  -0.06417  1.44068  -0.95067
H  0.34115  -0.69133  5.00347
H  0.51257  -2.44984  3.21193
C  1.86184  0.20266  -2.48550
O  -0.06561  2.15918  -0.04562
O  3.00869  0.07944  -2.41193
H  -1.13679  -1.80256  3.24750
C  -0.09148  -1.55152  3.03989
O  -0.36325  -2.72761  -1.77445
H  0.71806  2.37758  -4.30900
N  0.18784  -0.88479  0.53580
C  0.38178  -0.41244  3.94890
C  0.02316  -1.18844  1.64488

Summary:
Charge = +3
2S+1 = 5
Highest occupied orbital energy (spin up / spin down) = -20.645 / -23.658 eV
LUMO (spin up / spin down) = -11.7 / -18.2 eV
Frontier orbital gap (spin up / spin down) = 8.95 / 5.47 eV

No. 11
Computed, not measured: the molecule C8H6O4S in a non-equilibrium geometry, with ωB97M-V/def2-TZVPD.

CARTESIAN COORDINATES (ANGSTROEM)
H  0.01256  -2.48070  0.50351
O  -2.63072  0.87645  1.06941
C  0.00867  -1.00782  2.28135
C  1.00739  0.20231  -2.32130
O  -3.43330  -1.32443  1.92558
H  1.30259  -0.10531  -3.36393
O  0.99260  -1.24142  2.93477
C  0.61326  1.89297  -0.65400
O  -1.15530  -0.60986  2.65891
C  0.98975  1.54248  -1.91588
C  0.11322  -1.39115  0.82098
C  0.45147  0.90511  0.22849
C  0.56997  -0.47475  -0.10279
C  0.80421  -0.84673  -1.46149
H  1.24074  2.21788  -2.60781
H  0.46335  2.91093  -0.50648
H  0.81147  -1.83061  -1.98199
H  0.22177  1.30255  1.17634
S  -2.38371  -0.53787  1.31632

Summary:
Charge = 0
Highest occupied orbital energy (spin up / spin down) = -9.005 / -9.006 eV
LUMO (spin up / spin down) = -2.8 / -2.8 eV
Frontier orbital gap (spin up / spin down) = 6.20 / 6.20 eV